Here is C3H5FN4O2 in the gas phase at a distorted geometry from OMol25. Energies are from ωB97M-V/def2-TZVPD.

Each line ends with the Mulliken charge.
Atoms and positions in Å:
F 3.58093 -1.61256 -0.04699  -0.15
O 0.47408 3.02072 -0.50054  -0.56
O 1.44592 1.65221 0.90453  -0.60
N 0.16906 -1.16266 0.23777  -0.80
N -0.69737 -0.30199 -0.04236  0.83
N 2.21330 -1.81407 -0.31837  -0.37
N 0.56066 1.92874 0.07069  0.86
C -0.52435 1.06363 -0.19456  -0.17
C -2.04257 -0.75218 -0.08401  -0.71
C 1.43710 -0.97559 0.18949  0.07
H -1.39427 1.58911 -0.73403  0.27
H -2.13239 -1.35911 -0.93975  0.34
H -2.62383 0.21609 -0.16773  0.25
H 1.87223 -0.11961 0.82475  0.47
H -2.33849 -1.37272 0.80112  0.29

Computed properties:
energy: -586.37509 Ha
LUMO energy (alpha / beta): -1.8 / -1.8 eV

***

Here is C3H5FO in the gas phase at a distorted geometry from OMol25. Energies are from ωB97M-V/def2-TZVPD.

Each line ends with the Mulliken charge.
Atoms and positions in Å:
F 1.07257 -0.68341 -1.54208  -0.32
O -1.14602 0.32245 1.03365  -0.41
C 0.06165 -0.31037 0.48615  0.19
C -0.13845 -0.26882 -0.93937  -0.30
C 0.02707 0.91268 1.21797  -0.39
H -0.05701 0.77980 -1.16196  0.24
H -1.03228 -0.82562 -1.25433  0.25
H 0.13088 1.85433 0.63612  0.16
H 0.37192 1.10764 2.21417  0.27
H 0.39991 -1.34606 0.58698  0.31

Computed properties:
energy: -292.31649 Ha
structure (SMILES): FC[C@H]1CO1
LUMO energy: 1.1 eV

***

Here is 2 unconnected molecules or ions with the total composition C3H5FO at a distorted geometry from OMol25. Energies are from ωB97M-V/def2-TZVPD.

Each line ends with the Mulliken charge.
Atoms and positions in Å:
F 1.75261 -0.21080 -1.58377  -0.14
O 1.84360 0.64815 0.39811  -0.17
C -1.33027 0.37810 -0.07109  -0.43
C 2.52306 0.33619 -0.62099  -0.02
C -0.98961 -0.80373 0.50000  -0.53
H -0.70477 -0.85073 1.62431  0.29
H -1.55834 0.56352 -1.18515  0.22
H -0.65872 -1.64963 -0.06556  0.31
H -1.74120 1.20320 0.55665  0.24
H 0.86364 0.38574 0.44750  0.23

Computed properties:
energy: -292.29593 Ha
LUMO energy: 0.7 eV

***

Here is 2 unconnected molecules or ions with the total composition C3H5FO2 at a distorted geometry from OMol25. Energies are from ωB97M-V/def2-TZVPD.

Each line ends with the Mulliken charge.
Atoms and positions in Å:
F -1.68987 -0.20851 -1.29337  -0.27
O 1.88826 -0.20186 -0.22710  -0.31
O -0.47857 -1.13672 0.47696  -0.66
C -1.51217 -0.48485 0.03233  0.52
C -2.30779 0.06070 0.93469  -0.82
C 1.63077 -1.28713 0.41180  0.12
H 1.40010 -2.22150 -0.01207  0.25
H -2.17858 -0.29094 1.93768  0.24
H -3.27026 0.24078 0.66752  0.29
H 1.51771 -1.30716 1.48343  0.26
H 1.95511 -0.35592 -1.18265  0.38

Computed properties:
energy: -367.50737 Ha
LUMO energy (alpha / beta): -0.9 / -0.9 eV

***

Here is C3H5FOS in the gas phase at a distorted geometry from OMol25. Energies are from ωB97M-V/def2-TZVPD.

Each line ends with the Mulliken charge.
Atoms and positions in Å:
S -0.19989 -1.12149 -1.21245  -0.32
F 0.91770 1.62336 -0.33467  -0.28
O 0.75447 -0.68284 1.54301  -0.51
C -0.93576 0.08950 -0.14092  -0.29
C -0.33847 0.08303 1.25966  -0.17
C -0.20511 1.24622 0.29086  0.12
H -1.99201 0.09057 -0.35259  0.32
H 0.70089 -1.62093 0.95285  0.32
H 0.82710 -0.43283 -1.76465  0.17
H -0.90617 0.19640 2.20240  0.31
H -0.85064 2.05059 0.57157  0.33

Computed properties:
energy: -690.52288 Ha
structure (SMILES): O[C@H]1[C@@H](F)[C@H]1S
LUMO energy: 0.6 eV

***

Here is 2 unconnected molecules or ions with the total composition C3H5FS from OMol25. Energies are from ωB97M-V/def2-TZVPD.

Each line ends with the Mulliken charge.
Atoms and positions in Å:
S -2.19294 -1.51503 0.07055  -0.18
F -0.21922 1.72853 -0.82601  -0.22
C -0.63976 0.45435 -0.84161  -0.21
C -1.47925 0.00028 0.12463  -0.19
C 1.61613 -0.29241 0.54374  -0.98
H -1.70341 0.64408 0.96668  0.33
H 2.24199 0.05456 -0.24918  0.35
H 1.45026 0.31412 1.40675  0.34
H -0.38906 -0.06548 -1.75163  0.43
H 1.31525 -1.32298 0.55608  0.34

Computed properties:
energy: -615.21974 Ha
LUMO energy (alpha / beta): -1.8 / -0.2 eV